[1]
This record from the Open Molecules 2025 dataset describes C5H14N2 in the gas phase in a non-equilibrium geometry. The level of theory is ωB97M-V/def2-TZVPD.

Summary:
structure (SMILES)	CNC[C@@H](C)NC
Kohn-Sham gap	9.383	eV
total energy	-8391.3018	eV
HOMO energy	-8.257	eV
E_LUMO	1.13	eV
energy relative to the best compared isomer or geometry (same formula, charge and spin)	30.4	kcal per mole
total charge	0

XYZ file:
```
21
Properties=species:S:1:pos:R:3:nbo_charge:R:1
C -0.96 -1.07 -2.11 -0.41
N -0.64 -0.13 -1.04 -0.64
C -1.45 -1.19 1.09 -0.64
C -0.27 -0.82 0.23 -0.06
C 0.66 0.17 1.00 -0.21
N 1.67 0.81 0.22 -0.65
C 1.89 2.23 0.52 -0.41
H -1.97 -1.47 -2.03 0.17
H -0.21 -1.85 -2.08 0.19
H -0.89 -0.60 -3.10 0.19
H -1.37 0.53 -0.84 0.35
H -2.28 -0.51 0.91 0.21
H -1.80 -2.22 1.11 0.22
H -1.19 -1.09 2.15 0.21
H 0.34 -1.67 -0.09 0.19
H -0.09 0.86 1.42 0.15
H 1.15 -0.40 1.80 0.18
H 1.52 0.68 -0.76 0.38
H 0.93 2.76 0.54 0.17
H 2.56 2.30 1.38 0.19
H 2.42 2.68 -0.32 0.20
```

[2]
This record from the Open Molecules 2025 dataset describes 3 unconnected molecules or ions with the total composition C5H14N2 in a non-equilibrium geometry. The level of theory is ωB97M-V/def2-TZVPD.

Summary:
Kohn-Sham gap	8.118	eV
total energy	-8388.3629	eV
HOMO energy	-7.142	eV
E_LUMO	0.98	eV
energy relative to the best compared isomer or geometry (same formula, charge and spin)	98.1	kcal per mole
total charge	0

XYZ file:
```
21
Properties=species:S:1:pos:R:3:nbo_charge:R:1
C 0.62 0.19 0.20 0.33
C -0.68 -0.36 -0.02 0.02
C 1.50 -0.42 1.26 -0.66
C 0.89 -1.02 -1.48 -0.74
C -1.69 0.18 -1.01 -0.65
N 0.92 1.47 -0.14 -0.83
N -1.31 0.52 1.68 -1.10
H -0.82 -1.37 0.33 0.22
H 0.27 2.00 -0.69 0.38
H 1.46 2.02 0.52 0.40
H -1.94 1.28 1.45 0.35
H -1.57 -0.25 2.30 0.35
H 2.55 -0.23 1.04 0.22
H 1.33 -1.49 1.34 0.22
H 1.24 0.05 2.21 0.25
H -2.69 -0.07 -0.67 0.24
H 1.92 -1.28 -1.26 0.20
H 0.34 -1.94 -1.70 0.20
H 0.84 -0.30 -2.29 0.19
H -1.55 -0.24 -2.01 0.22
H -1.64 1.27 -1.08 0.20
```

[3]
This record from the Open Molecules 2025 dataset describes C5H14N2 in the gas phase in a non-equilibrium geometry. The level of theory is ωB97M-V/def2-TZVPD.

Summary:
structure (SMILES)	CCNCCNC
Kohn-Sham gap	9.146	eV
total energy	-8390.5873	eV
HOMO energy	-7.953	eV
E_LUMO	1.19	eV
energy relative to the best compared isomer or geometry (same formula, charge and spin)	46.9	kcal per mole
total charge	0

XYZ file:
```
21
Properties=species:S:1:pos:R:3:nbo_charge:R:1
C -2.46 -1.67 0.06 -0.62
C -1.83 -0.66 1.00 -0.21
N -0.33 -0.78 0.93 -0.68
C 0.72 0.14 1.31 -0.21
C 1.61 0.38 0.04 -0.21
N 0.81 1.01 -1.01 -0.66
C 1.46 1.72 -2.11 -0.42
H -3.40 -2.01 0.55 0.21
H -1.81 -2.56 0.01 0.20
H -2.66 -1.44 -0.98 0.22
H -2.03 -0.83 2.07 0.18
H -1.99 0.38 0.69 0.20
H -0.14 -1.76 1.11 0.35
H 1.40 -0.28 2.07 0.18
H 0.21 1.07 1.65 0.20
H 2.41 1.07 0.35 0.18
H 2.17 -0.51 -0.26 0.16
H 0.11 0.35 -1.32 0.37
H 1.01 1.43 -3.08 0.21
H 1.85 2.76 -2.00 0.20
H 2.39 1.12 -2.22 0.17
```